No. 1
Computed, not measured: C19H35Al2BrClF2N2O11S as an isolated structure at a distorted geometry, with ωB97M-V/def2-TZVPD.

The calculation puts the total energy at -5798.46591 hartree. As for the multiplicity: 1. The frontier orbital gap comes out at 0.78 eV. The total charge is -1. The HOMO energy is -3.44 eV.

Positions of all 74 atoms, in Å:
O (1.2205, -9.3621, 0.0020)
H (0.7723, 9.9812, -1.7532)
C (1.1263, 8.9594, -1.8027)
O (-2.3702, -2.5856, 4.7859)
H (1.9387, -3.5374, 0.3239)
H (-0.7130, 7.7851, -9.1056)
C (-2.4875, 0.4754, 2.8383)
H (-0.8616, -4.2887, 2.6658)
O (-1.2771, -3.2110, -3.8201)
H (-0.4774, -5.4359, 0.6011)
H (-1.1313, 1.3252, 0.1514)
N (-1.2945, -1.7322, 2.7913)
C (1.0757, 8.2691, -3.0096)
H (-0.4748, 6.0862, -9.3827)
O (-0.4971, -4.2486, -1.0942)
C (1.6908, 2.2733, -1.0740)
H (0.8890, 7.0985, -9.0403)
H (2.7270, 1.9964, -0.8967)
H (2.1741, -3.9999, 2.6535)
H (1.5106, 6.4138, -4.0083)
C (-0.1527, 6.9163, -8.7059)
H (1.6705, 8.8830, 0.2747)
H (-1.5111, -0.5397, 4.4865)
H (0.2058, -4.2806, 4.1121)
Br (-1.9050, -1.4225, -3.5619)
H (-1.6315, -4.2540, 5.3149)
H (1.1843, -5.3801, 2.2354)
O (0.0352, -7.8590, 1.4975)
H (-0.8015, 2.6985, -0.9291)
C (-1.7817, -4.0275, -0.6604)
H (-2.2152, -3.4042, -1.4233)
H (-1.8009, -3.5447, 0.3308)
C (0.9970, -3.8245, 0.7836)
C (2.0238, 6.3681, -1.9331)
H (-3.3776, 0.3919, 3.4641)
H (1.6335, 3.3426, -1.2572)
H (2.4651, 6.5272, 0.1522)
Al (-3.1642, -6.5831, 0.5397)
H (2.4396, 1.1940, 1.1156)
H (-0.3615, 0.0781, 3.2295)
H (0.7621, -1.9035, 2.6577)
C (2.0773, 7.0315, -0.7242)
C (-0.0259, -2.3346, 3.2734)
C (-2.4145, -2.3683, 3.3483)
C (1.3593, 1.3830, 1.1734)
F (1.1514, -5.3059, -2.2530)
O (1.2977, -9.7306, 2.3752)
C (1.5345, 6.9632, -3.0750)
O (-0.3143, 6.6532, -7.4117)
F (2.4684, 5.0818, -1.9938)
H (-2.3189, -5.0177, -0.5296)
H (0.1982, -2.0209, 4.3101)
S (1.2397, -8.6980, 1.3171)
C (1.2109, -4.2852, 2.2319)
H (1.3215, 1.7335, -1.9463)
C (-0.5574, 2.2444, 0.0264)
C (1.6280, 8.3436, -0.6633)
C (0.0347, -3.8576, 3.1155)
H (-0.8177, -3.4564, -2.9813)
H (-2.7299, 0.2256, 1.8104)
O (2.4537, -7.8584, 1.4194)
N (0.8632, 1.9435, 0.0811)
O (0.7006, 1.0909, 2.1767)
Cl (0.9368, 8.9357, -5.9929)
C (0.2592, -4.8765, -0.0105)
H (-0.8196, 2.9294, 0.8339)
Al (-1.6151, -1.0413, 6.1936)
O (-2.5107, -3.9973, 4.9898)
H (0.3571, -2.9269, 0.7705)
H (0.9616, -5.5638, -0.4879)
O (-3.3569, -2.7258, 2.7566)
C (-1.3448, -0.3818, 3.3618)
H (-2.1622, 1.5135, 2.8778)
H (0.6792, 8.7362, -3.9229)

Mulliken population analysis, charges in e, atoms 1 to 8:
1. O -0.618
2. H 0.373
3. C -0.716
4. O -0.099
5. H 0.315
6. H 0.239
7. C -1.566
8. H 0.596

No. 2
Computed, not measured: a 4-piece molecular cluster, C42H36F3N2O15 overall at a distorted geometry, with ωB97M-V/def2-TZVPD.

The calculation puts the total energy at -3159.04566 hartree. As for the multiplicity: 1. The frontier orbital gap comes out at 6.20 eV. The total charge is +1. The HOMO energy is -10.81 eV.

Positions of all 98 atoms, in Å:
C (-6.1436, 5.2185, -1.9387)
H (5.6739, -10.6810, 3.5662)
O (-0.2410, -1.2841, 2.5148)
O (7.1328, -9.5154, 4.6495)
C (-4.1572, 0.2904, 0.7022)
O (4.9634, -5.6123, 1.8003)
C (1.4321, -5.1126, -0.9632)
C (1.7683, -3.5056, 1.1384)
H (2.3284, -3.2850, 2.1211)
H (-0.1827, -4.3631, -2.5005)
H (4.1738, -8.1017, 1.6302)
C (0.9903, 1.8511, 2.8673)
O (-4.4245, 2.2971, -4.1158)
C (2.1714, -4.8241, 0.3950)
C (-4.6706, 5.1674, -1.7182)
C (6.6598, -8.6061, 3.9918)
H (2.1018, 1.9299, 0.1199)
C (-0.0583, -2.8114, -0.7427)
F (-5.1196, 2.5599, 1.1838)
C (3.4323, 0.7708, 3.2436)
C (-6.7712, 6.5347, -2.0913)
O (-6.7813, 4.1807, -1.9820)
H (0.1022, 2.2679, 3.4762)
H (1.9758, 1.3770, 4.8069)
O (5.1154, -10.1727, 2.9449)
H (-7.8434, 6.5587, -2.2330)
C (6.5943, -6.2554, 3.3630)
C (1.9228, 0.8937, 3.7536)
N (4.3427, 1.8972, 2.9756)
H (-5.0201, 0.3958, -2.4198)
H (1.5213, -0.1597, 3.9160)
C (-3.1694, 0.1253, 1.9392)
H (3.8362, 2.7372, 3.3196)
H (-2.8632, 6.2550, -1.5266)
H (-2.7373, 2.3397, 2.0376)
C (-6.0345, 7.6478, -2.0536)
C (-2.1543, 1.3471, 2.1565)
C (0.4854, 1.1806, 1.4797)
H (6.1154, 0.3393, -1.4426)
C (-4.7705, 0.0722, -3.4202)
C (0.6833, -2.5195, 0.5814)
F (-6.0047, 1.1784, -0.5957)
H (0.8579, 3.3566, 0.6753)
O (1.1247, -0.0247, 1.0187)
C (4.2670, 3.3953, 0.8669)
C (5.4600, -6.5306, 2.4353)
H (1.7111, -6.0529, -1.5676)
C (4.6674, 2.0256, 1.5353)
H (5.3822, 2.6095, -2.6303)
H (-3.8345, 0.0862, 2.8859)
H (-2.6831, -0.9029, 1.8570)
H (-2.2757, 1.8561, -0.4830)
C (0.4558, -1.1956, 1.4774)
C (-3.9333, 6.2786, -1.6837)
C (0.3304, -4.1330, -1.5023)
C (-4.1145, 0.6849, -5.7922)
H (7.9722, -7.0406, 4.7675)
O (-5.0690, -2.1931, -2.8720)
H (-5.8647, 9.5136, -2.1300)
H (-1.8488, 1.3207, 3.2701)
C (-4.7607, -1.2169, -3.7687)
H (1.6287, 2.7806, 2.6100)
H (0.5525, 0.7172, -1.3659)
C (4.5368, 3.5799, -0.6479)
C (1.0444, 2.2642, 0.3901)
C (0.1718, 1.6611, -0.8571)
C (-4.5572, 7.5951, -1.8603)
O (-4.1060, 3.9374, -1.5533)
H (-3.8660, -0.9276, -7.1438)
C (-4.1010, -0.6041, -6.1385)
C (4.9855, -7.9125, 2.3199)
H (-3.9071, 2.5029, -6.2038)
O (3.8902, -0.4081, 3.0978)
H (5.6255, -0.0771, 1.2352)
H (-4.9889, -3.0336, -3.3653)
O (-3.9130, 8.6288, -1.8495)
H (4.2368, 4.5930, -1.1005)
H (-4.8456, 3.3001, -1.6219)
C (7.1503, -7.2273, 4.0892)
O (7.0408, -4.9707, 3.4411)
H (0.1327, 2.5571, -1.5903)
N (-0.9904, 1.3701, 1.2217)
C (-1.2306, 1.6449, -0.0799)
C (-4.4383, 1.1122, -4.4010)
H (6.4788, -4.4620, 2.8249)
C (5.1966, 2.4685, -1.5054)
H (2.9859, -5.5008, 0.8353)
C (5.3580, 0.8993, 0.6988)
F (-4.0868, -0.7231, -0.3160)
O (-6.6033, 8.8763, -2.1912)
C (-5.0646, 1.3421, 0.4805)
O (-3.8323, 1.6627, -6.6970)
C (-4.4108, -1.6453, -5.1533)
O (-4.3941, -2.8318, -5.4297)
C (5.5437, -8.8859, 3.0437)
C (5.6136, 1.1396, -0.8100)
H (3.7837, 4.2388, 1.4706)
H (-0.8407, -2.1027, -1.1672)

Mulliken population analysis, charges in e, atoms 1 to 8:
1. C 1.021
2. H 0.353
3. O -0.584
4. O -0.589
5. C 0.265
6. O -0.640
7. C -0.417
8. C -0.419

No. 3
Computed, not measured: the molecule C8H4BrNO2 at a distorted geometry, with ωB97M-V/def2-TZVPD.

The calculation puts the total energy at -3086.47974 hartree. As for the multiplicity: 1. The structure (SMILES) is O=C1C(O)=Nc2ccc(Br)cc21. The frontier orbital gap comes out at 7.36 eV. The HOMO energy is -9.01 eV.

Positions of all 16 atoms, in Å:
C (1.1328, -1.2637, -0.0463)
C (-0.4015, 0.5980, 0.2261)
C (-1.2163, -0.9509, -1.1760)
C (1.7173, 0.5487, 1.4077)
C (-2.0191, 0.2859, -1.1317)
H (-3.3121, 1.5678, -1.5128)
C (2.0642, -0.6409, 0.8296)
C (-0.0858, -0.6093, -0.3461)
C (0.5004, 1.2092, 1.1144)
H (1.3725, -2.2150, -0.5305)
Br (3.7631, -1.4257, 1.2407)
N (-1.5751, 1.1543, -0.2684)
H (2.4232, 0.9851, 2.1034)
H (0.2825, 2.1027, 1.5978)
O (-3.1997, 0.6458, -1.7225)
O (-1.4462, -1.9921, -1.7853)

natural (NBO) population analysis, charges in e, atoms 1 to 8:
1. C -0.152
2. C 0.159
3. C 0.458
4. C -0.189
5. C 0.470
6. H 0.501
7. C -0.113
8. C -0.165